Record 1
{"formula": "C14H41N3O5", "method": "wB97M-V/def2-TZVPD", "species": ["C", "O", "C", "C", "C", "N", "H", "H", "H", "H", "H", "H", "H", "H", "H", "H", "H", "C", "O", "C", "C", "C", "N", "H", "H", "H", "H", "H", "H", "H", "H", "H", "H", "H", "C", "O", "C", "C", "C", "N", "H", "H", "H", "H", "H", "H", "H", "H", "H", "H", "H", "C", "O", "H", "H", "H", "H", "C", "O", "H", "H", "H", "H"], "coordinates": [[-2.312, 1.934, 1.047], [-3.060, 2.186, -0.149], [-3.333, 1.000, -0.947], [-4.373, 1.323, -2.037], [-4.162, 2.687, -2.772], [-5.653, 1.364, -1.362], [-1.316, 1.624, 0.728], [-2.943, 1.268, 1.635], [-2.174, 2.849, 1.624], [-2.380, 0.726, -1.401], [-3.780, 0.132, -0.462], [-4.583, 0.448, -2.652], [-3.833, 3.511, -2.140], [-4.962, 2.974, -3.454], [-3.296, 2.576, -3.425], [-5.621, 1.223, -0.363], [-5.833, 2.357, -1.343], [-1.000, -2.119, 1.657], [-2.231, -2.807, 1.709], [-3.225, -2.168, 0.965], [-4.569, -2.914, 0.779], [-5.454, -2.215, -0.243], [-5.237, -3.016, 2.052], [-0.240, -2.710, 2.168], [-1.106, -1.220, 2.264], [-0.509, -1.951, 0.698], [-3.255, -1.212, 1.489], [-2.798, -2.125, -0.037], [-4.519, -3.947, 0.433], [-5.660, -1.154, -0.104], [-6.444, -2.631, -0.431], [-4.979, -2.247, -1.223], [-5.398, -2.036, 2.234], [-4.570, -3.281, 2.763], [8.226, -0.301, -1.923], [7.213, 0.173, -1.082], [6.306, -0.838, -0.982], [5.114, -0.158, -0.272], [5.435, 0.747, 1.009], [4.010, -0.987, 0.189], [8.484, -1.355, -1.817], [9.167, 0.242, -1.842], [7.892, -0.143, -2.948], [6.059, -1.180, -1.987], [6.566, -1.659, -0.315], [4.585, 0.437, -1.016], [5.903, 1.714, 0.826], [6.039, 0.173, 1.712], [4.524, 0.944, 1.574], [4.500, -1.471, 0.927], [4.023, -1.676, -0.549], [0.868, 0.045, -0.902], [2.010, 0.351, -1.787], [0.103, 0.771, -1.176], [0.637, -1.017, -0.986], [1.298, 0.188, 0.089], [2.878, 0.048, -1.513], [2.014, 2.298, 2.234], [3.137, 2.669, 3.089], [2.191, 2.034, 1.191], [1.553, 1.376, 2.589], [1.325, 3.127, 2.075], [2.750, 3.018, 3.895]], "atomic_forces_ev_per_a": [[-0.750, 0.209, -1.060], [-0.824, -0.467, -0.159], [0.855, 1.143, -1.132], [-0.068, 0.673, 0.970], [1.343, -1.288, -0.680], [-1.763, 1.822, 0.716], [0.076, -0.749, 0.542], [0.768, -0.517, 0.359], [-0.297, 0.231, -0.313], [0.172, -0.394, -0.033], [0.389, 0.168, 0.821], [1.401, 0.124, -0.824], [-0.615, -0.202, 0.471], [-0.309, -0.126, 0.406], [0.155, -0.162, -0.258], [0.449, -0.651, 0.257], [-0.947, 0.275, -0.097], [0.363, -0.414, 1.287], [0.630, -1.859, 0.270], [0.595, -0.576, -1.532], [0.057, -0.122, 0.559], [0.029, 0.578, -0.990], [-0.725, 0.695, 0.486], [-0.298, -0.332, 0.300], [0.188, 0.568, -0.365], [-0.849, 0.265, -0.525], [-1.147, 0.692, -0.683], [-0.062, 0.926, -0.441], [1.040, 0.000, -0.257], [0.241, 0.149, 0.577], [0.115, -0.535, 0.565], [0.247, -0.070, -0.103], [-0.651, 0.265, 0.794], [0.196, -0.335, 0.122], [1.086, 0.622, -1.288], [2.073, 0.027, 0.200], [-2.703, 0.699, 1.804], [-1.072, 2.726, 0.550], [0.143, -0.661, -0.971], [1.238, -1.331, -0.281], [-0.272, -0.167, 0.379], [-0.208, 0.324, 0.453], [0.018, -0.218, -0.355], [-0.429, -0.453, -0.018], [0.791, -0.451, -0.144], [0.738, 0.851, -0.240], [0.177, -0.289, -0.243], [0.410, -0.058, -0.089], [-0.248, -0.029, -0.419], [-0.654, -0.716, 0.860], [-0.920, -0.885, -0.172], [3.180, 0.095, -0.373], [-1.362, 0.365, -0.765], [-0.078, -0.437, 0.154], [-0.591, 0.176, -0.264], [-0.747, 0.160, 0.400], [-0.573, -0.323, 0.805], [-0.026, 0.006, 0.174], [-0.718, -0.431, -1.479], [1.530, 0.147, 0.068], [-0.424, 0.253, 0.478], [-0.326, 0.015, 0.711], [-0.033, -0.001, 0.014]], "mulliken_charge": [-0.418, -0.439, 0.325, 0.329, -1.538, -0.758, 0.055, 0.250, 0.280, 0.307, -0.437, 0.342, 0.327, 0.419, 0.425, 0.227, 0.314, -0.444, -0.454, -0.471, 0.644, -1.344, -0.779, 0.357, 0.313, 0.029, 0.050, 0.357, 0.280, 0.113, 0.418, 0.360, 0.276, 0.321, -0.837, -0.299, -0.671, 0.426, -1.664, -0.634, 0.333, 0.268, 0.319, 0.413, 0.324, 0.148, 0.345, 0.392, 0.472, 0.336, 0.269, -0.383, -0.622, 0.163, 0.376, 0.124, 0.328, -0.600, -0.536, 0.182, 0.320, 0.364, 0.305], "relative_energy_kj_mol": 376.3, "total_energy_ev": -29885.16184, "homo_lumo_gap_ev": 10.00, "smiles": "COC[C@H](C)N.COC[C@H](C)N.COC[C@H](C)N.CO.CO", "total_charge": 0, "spin_multiplicity": 1}

=====

Record 2
{"formula": "C14H41N7O5", "method": "wB97M-V/def2-TZVPD", "species": ["C", "O", "C", "C", "C", "N", "H", "H", "H", "H", "H", "H", "H", "H", "H", "H", "H", "C", "O", "C", "C", "C", "N", "H", "H", "H", "H", "H", "H", "H", "H", "H", "H", "H", "C", "O", "C", "C", "C", "N", "H", "H", "H", "H", "H", "H", "H", "H", "H", "H", "H", "N", "C", "N", "O", "H", "H", "H", "H", "N", "C", "N", "O", "H", "H", "H", "H"], "coordinates": [[-4.254, -6.822, -0.947], [-2.914, -7.404, -1.158], [-1.779, -6.676, -0.689], [-1.525, -5.402, -1.465], [-1.311, -5.645, -3.035], [-0.397, -4.681, -0.884], [-4.518, -6.612, 0.090], [-4.956, -7.492, -1.442], [-4.439, -5.866, -1.439], [-1.895, -6.428, 0.366], [-0.912, -7.336, -0.702], [-2.422, -4.841, -1.203], [-0.492, -5.017, -3.388], [-2.281, -5.612, -3.530], [-1.046, -6.685, -3.226], [-0.137, -4.976, 0.046], [-0.770, -3.770, -0.659], [0.060, -1.071, 9.038], [-0.780, -1.466, 7.959], [-1.015, -0.423, 6.994], [-2.344, -0.691, 6.182], [-2.344, -2.059, 5.573], [-2.427, 0.327, 5.137], [0.968, -0.572, 8.702], [0.447, -1.934, 9.580], [-0.426, -0.426, 9.770], [-1.224, 0.524, 7.491], [-0.080, -0.322, 6.442], [-3.162, -0.495, 6.875], [-1.404, -2.316, 5.085], [-3.164, -2.082, 4.854], [-2.548, -2.889, 6.249], [-1.731, 0.102, 4.441], [-2.146, 1.234, 5.480], [4.971, 0.531, -9.427], [4.437, 0.176, -8.119], [5.105, 0.894, -6.964], [4.597, 2.356, -6.876], [5.406, 3.282, -5.880], [3.185, 2.552, -6.351], [5.122, 1.609, -9.371], [4.310, 0.175, -10.218], [5.909, 0.026, -9.660], [4.936, 0.341, -6.040], [6.178, 0.869, -7.156], [4.633, 2.853, -7.845], [5.496, 2.897, -4.864], [4.965, 4.278, -5.864], [6.437, 3.292, -6.234], [2.991, 3.528, -6.525], [2.613, 1.894, -6.861], [-4.270, 6.898, 3.203], [-3.642, 7.305, 4.292], [-3.951, 8.501, 4.614], [-2.748, 6.636, 4.764], [-4.033, 5.996, 2.814], [-5.092, 7.329, 2.804], [-4.827, 8.942, 4.373], [-3.557, 8.967, 5.418], [2.008, 2.487, -0.655], [1.008, 2.577, 0.167], [0.615, 3.807, 0.289], [0.537, 1.542, 0.676], [2.059, 3.086, -1.466], [2.639, 1.700, -0.692], [0.087, 3.987, 1.131], [1.246, 4.515, -0.059]], "atomic_forces_ev_per_a": [[1.129, -0.061, -0.626], [-1.203, 0.557, 0.213], [-0.408, -0.322, 0.062], [0.076, -0.710, -0.608], [-0.676, -0.577, 1.905], [0.101, 0.846, 0.174], [0.271, -0.597, 0.302], [0.172, -0.294, 0.437], [0.625, 0.225, -0.361], [-0.274, 0.218, 0.300], [-0.074, -0.303, -0.434], [-0.249, 0.385, -0.909], [-0.548, 0.222, -0.221], [0.183, 0.813, -0.328], [0.439, -0.137, 0.351], [0.066, -0.804, 0.085], [0.376, 0.548, -0.342], [0.318, -0.135, -0.253], [-0.101, 0.353, 0.408], [-0.926, -0.723, 0.967], [2.233, 0.778, 0.746], [-0.828, -0.745, -0.274], [-0.073, -0.230, -0.372], [0.027, 0.325, -0.347], [-0.459, -0.345, -0.187], [-0.324, 0.159, -0.113], [0.300, 0.250, 0.342], [-0.230, 0.088, -0.754], [-0.102, -0.430, 0.035], [0.047, 0.292, -0.176], [0.113, -0.103, -0.321], [0.096, 0.311, 0.402], [0.059, -0.049, -0.382], [-0.151, 0.216, 0.256], [0.003, -0.054, 1.563], [0.737, 0.445, 0.908], [-1.038, 0.323, -1.989], [-0.497, 1.355, 2.193], [0.684, -1.420, -1.135], [1.687, -1.547, -0.318], [-0.005, 0.009, -0.905], [-0.489, 0.450, 0.345], [0.382, 0.014, 0.458], [-0.429, -0.107, -0.244], [0.129, 0.230, -0.003], [0.404, -0.304, -0.272], [-0.567, -0.173, -0.012], [0.183, -0.050, -0.039], [0.157, 0.581, -0.112], [-0.669, -0.209, -0.243], [-0.672, 0.466, -0.179], [-1.999, -1.808, -2.983], [2.025, -3.157, -1.054], [-1.624, 6.088, 2.790], [0.833, -0.389, 1.064], [-0.007, 0.180, 0.380], [0.311, 0.079, 0.237], [0.164, -0.388, -0.389], [0.308, -0.618, -0.052], [4.454, -0.405, -3.723], [-1.337, -5.000, 1.300], [-2.063, 3.417, 1.343], [0.052, 1.698, 0.541], [0.148, 0.058, 0.295], [-0.788, -0.158, 0.094], [-0.187, 0.364, -0.342], [-0.292, 0.009, 0.503]], "mulliken_charge": [-0.779, -0.329, -0.970, 0.584, -1.254, -0.755, 0.318, 0.266, 0.312, 0.394, 0.403, 0.325, 0.419, 0.270, 0.288, 0.235, 0.274, -0.775, -0.319, -0.683, 0.528, -1.483, -0.720, 0.306, 0.267, 0.293, 0.361, 0.349, 0.258, 0.327, 0.425, 0.348, 0.264, 0.255, -0.544, -0.379, -0.564, 0.535, -1.409, -0.683, 0.251, 0.233, 0.234, 0.348, 0.313, 0.157, 0.295, 0.368, 0.374, 0.243, 0.229, -0.384, 0.600, -0.369, -0.650, 0.214, 0.164, 0.196, 0.230, -0.419, 0.630, -0.413, -0.654, 0.193, 0.193, 0.245, 0.223], "relative_energy_kj_mol": 361.3, "total_energy_ev": -35848.50050, "homo_lumo_gap_ev": 9.63, "smiles": "COC[C@H](C)N.COC[C@H](C)N.COC[C@H](C)N.NC(N)=O.NC(N)=O", "total_charge": 0, "spin_multiplicity": 1}